Entry 1:
The following is a DFT calculation (ωB97M-V/def2-TZVPD) of a 7-piece molecular cluster, C5H24NO7 overall.

Summary:
* ΔE to the lowest compared entry with this formula, charge and spin: 0.000 eV
* gap between HOMO and LUMO: 10.873 eV
* highest occupied orbital energy: -13.2391 eV

The geometry in ORCA input format:
```
! wB97M-V def2-TZVPD RIJCOSX def2/J DEFGRID3
* xyz 1 1
O -1.020 0.933 2.630
C -1.454 0.592 1.563
C -0.688 1.002 0.300
C -0.389 -0.235 -0.562
C -1.565 -0.559 -1.506
C -1.741 0.476 -2.626
N 0.622 1.679 0.708
H -2.401 0.000 1.429
H -1.359 1.755 -0.236
H -0.157 -1.069 0.088
H 0.522 -0.110 -1.185
H -1.418 -1.562 -1.928
H -2.534 -0.605 -0.906
H -0.859 0.598 -3.180
H -2.033 1.404 -2.252
H -2.472 0.182 -3.369
H 0.491 2.110 1.637
H 1.343 0.965 0.751
H 0.909 2.344 0.005
H 3.071 1.837 -0.655
H 2.945 2.996 -1.643
O 2.553 2.660 -0.814
H -2.959 2.854 2.105
H -3.773 2.506 0.928
O -2.894 2.420 1.277
H -1.466 -3.646 1.698
H -0.018 -3.572 2.284
O -0.617 -3.264 1.541
H 0.503 -4.261 -1.279
H 0.017 -3.350 -0.081
O 0.374 -3.328 -0.951
H 1.677 -2.266 -1.260
H 3.064 -2.170 -1.935
O 2.420 -1.656 -1.429
H 2.930 -0.520 -0.299
H 3.796 -0.010 0.825
O 3.041 0.257 0.308
*
```

=====

Entry 2:
The following is a DFT calculation (ωB97M-V/def2-TZVPD) of a 7-piece molecular cluster, C5H24NO8 overall.

Summary:
* ΔE to the lowest compared entry with this formula, charge and spin: 3.661 eV
* gap between HOMO and LUMO: 8.240 eV
* highest occupied orbital energy: -5.2191 eV

The geometry in ORCA input format:
```
! wB97M-V def2-TZVPD RIJCOSX def2/J DEFGRID3
* xyz -1 1
C 0.922 1.576 1.877
N 1.695 0.671 0.922
C 0.910 -0.330 0.119
C 1.275 -1.699 0.547
O 0.536 -2.681 -0.157
C 0.959 -0.240 -1.559
O -0.296 -0.367 -2.046
C 1.878 2.482 2.547
H 0.491 1.025 2.634
H 0.155 2.052 1.263
H 2.250 1.175 0.251
H -0.073 -0.024 0.246
H 2.249 -1.615 0.001
H 1.182 -2.081 1.693
H 0.387 -2.377 -1.149
H 1.418 0.826 -1.851
H 1.542 -1.011 -1.979
H 2.219 3.249 1.891
H 2.751 1.984 2.972
H 1.352 2.981 3.370
H -3.780 -0.412 0.271
H -3.914 0.345 -0.957
O -4.088 0.353 0.015
H -0.472 -0.790 -3.898
H -0.268 0.525 -4.035
O -0.629 -0.133 -4.522
H -3.038 -0.081 2.355
H -1.914 -0.754 1.444
O -2.422 -0.733 2.261
H -1.316 -2.125 -0.066
H -1.759 -1.033 -0.878
O -2.026 -1.569 -0.187
H -1.278 0.650 -1.298
H -1.922 1.621 -0.202
O -1.956 1.399 -1.077
H 3.851 0.272 1.715
H 4.026 1.616 0.918
O 4.423 1.050 1.669
*
```

=====

Entry 3:
The following is a DFT calculation (ωB97M-V/def2-TZVPD) of a 6-piece molecular cluster, C5H25N2O5 overall.

Summary:
* ΔE to the lowest compared entry with this formula, charge and spin: 3.932 eV
* gap between HOMO and LUMO: 8.941 eV
* highest occupied orbital energy: -11.4937 eV

The geometry in ORCA input format:
```
! wB97M-V def2-TZVPD RIJCOSX def2/J DEFGRID3
* xyz 1 1
C -0.279 -1.756 -1.692
C -1.160 -0.397 -1.714
C -1.730 -0.076 -0.377
C -0.846 0.787 0.657
N 0.367 1.538 0.435
C 0.026 2.919 -0.086
N 0.281 -2.165 -0.359
H 0.631 -1.614 -2.403
H -0.830 -2.634 -2.075
H -0.564 0.366 -2.264
H -2.048 -0.617 -2.405
H -2.228 -0.865 0.113
H -2.623 0.555 -0.384
H -0.778 0.206 1.649
H -1.594 1.493 1.077
H 1.046 1.047 -0.248
H 0.673 3.131 -0.908
H 0.419 3.781 0.624
H -1.014 2.960 -0.199
H 0.583 -3.158 -0.676
H -0.256 -2.147 0.606
H 1.069 -1.594 0.019
H -1.576 -3.202 2.387
H -0.687 -2.074 2.793
O -1.020 -2.525 2.074
H 0.054 -0.072 4.589
H 0.685 0.887 3.590
O 0.384 -0.018 3.698
H -2.396 3.112 -3.214
H -2.029 2.020 -4.165
O -2.173 2.226 -3.238
H 2.370 -0.058 0.584
H 2.177 -0.681 1.897
O 2.426 -0.973 0.967
H 3.238 0.838 -1.851
H 3.518 -0.225 -0.776
O 3.078 0.548 -0.954
*
```

=====

| no. | LUMO energy (eV) |
| --- | --- |
| 1 | -2.4 |
| 2 | 3.0 |
| 3 | -2.6 |